# C5H9N3O2

A cluster of 2 separate species, C5H9N3O2 in total at a distorted geometry (the ωB97M-V functional and the def2-TZVPD basis, the Open Molecules 2025 dataset).

Each line ends with the Mulliken charge.
Element x y z (Å)
C 2.352 -0.072 0.072  -0.510
C 1.734 1.102 -0.201  -0.386
C 0.253 -0.451 0.163  0.650
C -1.034 -1.249 0.186  -1.328
C -0.706 1.850 -0.568  -0.939
N 1.420 -0.974 0.329  -0.397
N 0.356 0.903 -0.255  0.160
N 0.112 -3.042 2.530  0.229
O -0.356 -4.059 2.955  -0.392
O 1.283 -3.226 1.781  -0.422
H 3.419 -0.310 0.350  0.361
H 2.222 2.031 -0.610  0.327
H -1.801 -0.660 -0.103  0.401
H -1.203 -1.525 1.279  0.311
H -1.033 -2.261 -0.428  0.257
H -1.672 1.468 -0.426  0.297
H -0.574 2.824 -0.099  0.335
H -0.665 2.034 -1.569  0.424
H 1.283 -2.399 1.125  0.621

Results
frontier orbital gap = 9.64 eV
HOMO level = -0.333 Ha
LUMO level = 0.59 eV
charge = 0

=====

# C2H4N2O2

An isolated molecule of C2H4N2O2 (the ωB97M-V functional and the def2-TZVPD basis, the Open Molecules 2025 dataset).

Each line ends with the Mulliken charge.
Element x y z (Å)
N 1.687 0.652 1.408  -0.120
C 0.397 0.750 1.107  -0.357
O 0.166 -0.213 0.159  -0.223
C -1.142 -0.288 -0.302  0.658
O -2.129 -0.038 0.335  -0.498
N -1.128 -0.756 -1.579  -0.405
H 2.086 1.320 2.048  0.270
H 2.324 -0.030 1.008  0.206
H -1.994 -0.647 -2.082  0.240
H -0.267 -0.750 -2.102  0.230

Results
frontier orbital gap = 9.95 eV
HOMO level = -0.335 Ha
LUMO level = 0.83 eV
charge = 0

=====

# C26H30N6O2

An isolated molecule of C26H30N6O2 at a distorted geometry (the ωB97M-V functional and the def2-TZVPD basis, the Open Molecules 2025 dataset).

Each line ends with the Mulliken charge.
Element x y z (Å)
C 3.328 5.714 -2.194  -1.535
C 3.230 4.225 -2.059  0.710
C 3.071 3.621 -0.831  -0.826
C 2.967 2.230 -0.713  1.139
C 3.029 1.443 -1.875  0.061
C 3.188 2.051 -3.121  -0.846
C 3.286 3.420 -3.203  -0.739
H 3.405 3.889 -4.169  0.414
H 3.226 1.442 -4.012  0.399
N 2.927 0.083 -1.753  0.099
C 2.723 -0.606 -0.582  0.142
O 2.609 -1.827 -0.613  -0.763
C 2.646 0.220 0.615  0.597
C 2.770 1.564 0.531  -0.312
H 2.684 2.164 1.425  0.491
C 2.325 -0.461 1.918  -1.826
N 0.897 -0.357 2.179  0.570
C 0.497 -0.593 3.552  -0.749
H 0.179 -1.635 3.717  0.370
H 1.355 -0.402 4.201  0.547
C -0.634 0.367 3.964  -1.379
C -1.924 0.090 3.247  0.152
C -2.738 -0.965 3.646  0.044
C -3.907 -1.251 2.964  -0.771
C -4.279 -0.483 1.875  -0.403
C -3.478 0.572 1.473  -0.457
C -2.311 0.860 2.157  -0.068
H -1.677 1.668 1.826  0.186
H -3.761 1.174 0.622  0.393
H -5.193 -0.705 1.343  0.475
H -4.529 -2.075 3.284  0.402
H -2.450 -1.569 4.497  0.413
H -0.306 1.383 3.744  0.344
H -0.784 0.269 5.042  0.526
C 0.128 -1.108 1.209  -1.417
C -0.093 -0.330 -0.033  -0.256
N -0.169 0.975 -0.180  0.049
N -0.380 1.199 -1.468  -0.915
N -0.445 0.114 -2.122  -0.596
N -0.264 -0.887 -1.256  1.752
C -0.300 -2.259 -1.661  -1.566
C -1.454 -3.024 -0.956  0.459
C -2.193 -3.942 -1.934  -0.982
H -2.720 -4.714 -1.374  0.384
H -1.525 -4.417 -2.649  0.350
C -3.191 -2.977 -2.583  -0.564
H -2.787 -2.560 -3.505  0.254
H -4.136 -3.462 -2.812  0.387
C -3.359 -1.871 -1.524  -0.518
H -3.152 -0.880 -1.945  0.261
O -2.445 -2.148 -0.473  -0.299
H -4.356 -1.858 -1.079  0.342
H -1.063 -3.558 -0.085  0.529
H 0.665 -2.722 -1.430  0.278
H -0.447 -2.243 -2.743  0.565
H -0.855 -1.350 1.619  0.393
H 0.633 -2.052 0.939  0.675
H 2.659 -1.512 1.863  0.293
H 2.858 0.043 2.726  0.714
H 2.956 -0.477 -2.597  0.227
H 3.016 4.220 0.067  0.364
H 2.460 6.099 -2.727  0.324
H 4.217 5.988 -2.761  0.364
H 3.374 6.191 -1.219  0.350

Results
frontier orbital gap = 8.44 eV
HOMO level = -0.299 Ha
LUMO level = 0.32 eV
charge = 0

=====

# C4H5N3

An isolated molecule of C4H5N3 (the ωB97M-V functional and the def2-TZVPD basis, the Open Molecules 2025 dataset).

Each line ends with the Mulliken charge.
Element x y z (Å)
N 0.608 -1.709 -0.912  -0.415
C 0.195 -0.671 -0.144  0.812
C 0.820 0.586 -0.237  -0.414
N -0.861 -0.859 0.657  -0.628
C -1.363 0.238 1.222  -0.031
N -1.034 1.499 0.969  -0.594
C 0.073 1.646 0.224  -0.195
H 1.451 -1.642 -1.455  0.192
H 0.064 -2.554 -0.940  0.235
H 1.781 0.717 -0.721  0.292
H -2.140 0.081 1.970  0.371
H 0.354 2.662 -0.041  0.375

Results
frontier orbital gap = 9.93 eV
HOMO level = -0.331 Ha
LUMO level = 0.93 eV
charge = 0

=====

# C36H77ClF12N7O6P2

A cluster of 5 separate species, C36H77ClF12N7O6P2 in total (the ωB97M-V functional and the def2-TZVPD basis, the Open Molecules 2025 dataset).

Each line ends with the Mulliken charge.
Element x y z (Å)
C -5.271 4.731 -6.964  -1.080
N -4.609 3.815 -6.021  0.043
C -3.246 4.235 -5.772  -2.096
C -2.410 3.408 -4.772  1.321
N -1.100 4.020 -4.705  -0.479
O -2.954 3.590 -3.465  -0.490
C -4.063 2.859 -2.989  -0.185
P -5.518 3.992 -2.708  0.796
O -5.223 5.329 -3.204  -0.601
O -6.820 3.307 -3.330  -0.570
O -5.726 3.867 -1.141  -0.528
C -4.310 1.615 -3.810  -1.249
N -2.965 0.991 -4.053  1.353
C -3.122 -0.490 -4.255  -1.013
O -3.388 -0.948 -2.946  -0.430
C -4.378 -1.894 -2.840  0.747
F -4.196 -2.878 -3.719  -0.255
F -4.364 -2.367 -1.609  -0.153
F -5.583 -1.346 -3.096  -0.278
C -2.138 1.819 -5.044  -0.079
P -0.194 1.595 -4.671  -0.287
O -0.221 -0.050 -4.669  -0.395
Cl -0.370 1.836 -2.593  -0.218
C -2.424 1.282 -6.488  0.579
F -3.745 1.299 -6.761  -0.368
F -2.073 -0.019 -6.519  -0.364
C -1.638 1.957 -7.687  0.551
F -0.713 1.096 -8.110  -0.283
F -0.987 3.041 -7.235  -0.260
C -2.479 2.386 -8.929  0.396
F -1.609 2.998 -9.733  -0.329
F -3.405 3.273 -8.562  -0.106
C -3.175 1.205 -9.720  0.720
F -2.937 0.036 -9.119  -0.235
F -4.484 1.396 -9.747  -0.250
F -2.712 1.148 -10.952  -0.248
H -4.602 4.943 -7.799  0.419
H -5.550 5.673 -6.479  0.316
H -6.171 4.262 -7.367  0.349
H -5.115 3.924 -5.154  -0.023
H -2.720 4.313 -6.723  0.984
H -3.223 5.241 -5.316  0.539
H -1.007 4.820 -5.320  0.347
H -0.910 4.314 -3.754  0.326
H -3.790 2.529 -1.977  0.449
H -6.771 2.401 -3.655  0.456
H -6.507 3.384 -0.844  0.350
H -4.908 0.905 -3.236  0.938
H -4.762 1.785 -4.790  0.196
H -2.458 1.089 -3.154  0.375
H -2.213 -0.931 -4.633  0.477
H -3.952 -0.666 -4.944  0.516
H 0.608 -0.422 -4.330  0.251
C -4.442 0.544 0.329  -0.687
C -4.059 0.602 1.799  -0.403
N -4.542 -0.544 2.544  0.145
C -4.370 -0.403 3.983  -0.995
C -2.940 -0.318 4.529  -0.745
C -4.194 -1.838 1.975  -0.922
C -2.720 -2.074 1.637  -0.285
H -5.517 0.393 0.206  0.306
H -4.163 1.484 -0.158  0.307
H -3.920 -0.263 -0.188  -0.122
H -4.484 1.498 2.258  0.545
H -2.964 0.720 1.854  0.053
H -4.888 -1.238 4.460  0.413
H -4.913 0.498 4.283  0.405
H -2.421 -1.275 4.479  0.152
H -2.969 -0.019 5.578  0.541
H -2.343 0.424 3.995  0.216
H -4.773 -1.973 1.057  0.246
H -4.557 -2.607 2.659  0.440
H -2.296 -1.234 1.084  0.165
H -2.611 -2.965 1.015  0.468
H -2.113 -2.224 2.529  -0.196
C 4.197 -0.147 3.055  -1.646
C 3.203 -1.071 3.743  0.125
N 1.937 -0.427 4.041  0.323
C 1.103 -1.178 4.964  -0.408
C 0.577 -2.545 4.513  -0.825
C 1.259 0.171 2.906  -1.034
C 0.972 -0.733 1.701  0.279
H 4.316 0.779 3.620  0.269
H 5.170 -0.637 2.989  0.486
H 3.891 0.108 2.038  0.279
H 3.636 -1.391 4.694  0.207
H 3.091 -1.985 3.137  0.214
H 0.257 -0.541 5.240  0.436
H 1.686 -1.317 5.880  -0.014
H -0.202 -2.457 3.755  -0.153
H 0.143 -3.070 5.367  0.475
H 1.373 -3.174 4.112  0.364
H 1.856 1.019 2.558  0.366
H 0.325 0.606 3.274  0.345
H 1.854 -1.300 1.402  -0.290
H 0.673 -0.123 0.845  0.413
H 0.165 -1.439 1.898  -0.189
C 2.727 -3.452 -0.446  -1.151
C 3.520 -3.647 -1.727  -0.544
N 3.887 -2.386 -2.352  0.276
C 4.389 -2.535 -3.708  -0.704
C 5.695 -3.309 -3.917  -1.105
C 4.613 -1.455 -1.499  -0.512
C 5.909 -1.941 -0.841  -1.057
H 1.879 -2.787 -0.622  0.270
H 2.346 -4.408 -0.084  0.462
H 3.337 -3.022 0.350  0.073
H 2.910 -4.195 -2.450  0.517
H 4.387 -4.291 -1.510  0.276
H 4.495 -1.533 -4.134  0.367
H 3.601 -3.029 -4.287  0.413
H 6.563 -2.749 -3.572  0.241
H 5.837 -3.508 -4.981  0.403
H 5.681 -4.270 -3.403  0.291
H 3.933 -1.126 -0.708  0.154
H 4.818 -0.563 -2.096  0.384
H 5.777 -2.912 -0.360  0.244
H 6.213 -1.233 -0.068  0.399
H 6.731 -2.025 -1.550  0.309
C 7.724 -0.396 9.775  -1.434
C 6.631 -0.013 8.788  -0.346
N 5.877 -1.158 8.306  0.145
C 5.060 -0.869 7.144  -0.697
C 3.909 0.133 7.289  -0.790
C 5.261 -1.983 9.334  -0.669
C 4.301 -1.304 10.318  -0.965
H 8.360 -1.178 9.357  0.334
H 8.345 0.473 9.995  0.437
H 7.317 -0.753 10.721  0.296
H 7.091 0.454 7.913  0.441
H 5.994 0.760 9.247  0.280
H 4.662 -1.820 6.774  0.286
H 5.735 -0.504 6.361  0.310
H 3.078 -0.279 7.862  0.093
H 3.521 0.398 6.301  0.279
H 4.230 1.057 7.772  0.370
H 6.061 -2.455 9.909  0.390
H 4.746 -2.801 8.825  0.340
H 4.729 -0.391 10.733  0.245
H 4.098 -1.978 11.153  0.381
H 3.345 -1.051 9.862  0.261

Results
frontier orbital gap = 6.52 eV
HOMO level = -0.334 Ha
LUMO level = -2.55 eV
charge = +1

=====

# C12H22EuI2N2O4S2V

A structure of composition C12H22EuI2N2O4S2V at a distorted geometry (the ωB97M-V functional and the def2-TZVPD basis, the Open Molecules 2025 dataset).

Each line ends with the Mulliken charge.
Element x y z (Å)
I 0.331 -3.139 0.839  0.280
I -0.588 -1.434 -4.131  0.416
Eu -0.007 1.375 -2.657  0.935
V 0.210 -0.723 0.144  0.325
S 1.616 -0.791 -1.567  0.102
S -1.657 -0.219 -0.924  0.386
C 0.973 0.656 1.037  0.620
C 3.497 -1.008 -1.384  1.351
C -3.445 0.030 -0.255  1.156
C 4.038 -0.901 -2.813  -1.474
C 4.046 0.077 -0.465  -1.329
C 3.717 -2.406 -0.811  -1.459
C -4.353 -0.064 -1.471  -1.478
C -3.401 1.399 0.398  -1.226
C -3.719 -1.087 0.733  -1.276
C 1.875 3.288 -1.884  0.027
C -0.894 4.017 -2.040  0.040
O 1.485 1.568 1.585  -0.187
O 2.643 4.025 -1.432  0.047
O -1.147 5.101 -1.731  0.052
H 3.830 0.085 -3.251  0.350
H 3.576 -1.660 -3.460  0.406
H 5.128 -1.055 -2.823  0.461
H 3.722 1.076 -0.785  0.188
H 5.150 0.046 -0.480  0.491
H 3.707 -0.074 0.569  0.286
H 3.309 -2.494 0.207  0.246
H 4.797 -2.623 -0.785  0.469
H 3.212 -3.158 -1.432  0.425
H -5.394 0.099 -1.167  0.478
H -4.277 -1.069 -1.898  0.406
H -4.090 0.672 -2.240  0.331
H -4.395 1.691 0.768  0.489
H -3.058 2.159 -0.312  0.280
H -2.691 1.361 1.235  0.124
H -4.745 -0.984 1.118  0.524
H -3.017 -1.025 1.574  0.114
H -3.580 -2.062 0.253  0.417
N -1.500 0.768 4.363  -0.387
C -0.938 -0.096 3.465  0.517
N 0.173 -0.757 3.896  -0.298
O -1.370 -0.204 2.296  -0.398
H -1.173 0.763 5.319  0.228
H -2.448 1.071 4.173  0.264
H 0.462 -1.557 3.341  0.037
H 0.391 -0.737 4.884  0.243

Results
frontier orbital gap (alpha / beta) = 5.41 / 4.77 eV
expectation value of S² = 20.040
spin multiplicity = 9
HOMO level (alpha / beta) = -0.780 / -0.779 Ha
LUMO level (alpha / beta) = -15.80 / -16.44 eV
charge = +4

=====

# C3H8NO7PS

A cluster of 2 separate species, C3H8NO7PS in total at a distorted geometry (the ωB97M-V functional and the def2-TZVPD basis, the Open Molecules 2025 dataset).

Each line ends with the Mulliken charge.
Element x y z (Å)
C -0.183 -0.634 -0.839  -0.110
C 0.509 -1.593 0.094  -0.709
C 0.631 0.530 -1.364  0.472
N 1.131 -0.819 1.209  -0.709
O 0.108 3.092 -1.771  -0.605
O -1.913 1.459 -1.718  -0.827
O -1.984 1.999 1.016  -0.597
O -0.326 1.602 -3.718  -0.815
O -0.037 2.099 2.628  -0.734
O -0.018 3.566 0.723  -0.705
O 1.834 0.587 -1.397  -0.671
P -0.512 1.704 -2.247  0.834
S -0.259 2.177 1.147  0.625
H -0.997 -0.245 -0.292  0.204
H -0.455 -1.295 -1.802  0.242
H -0.266 -2.347 0.669  0.215
H 1.216 -2.107 -0.420  0.439
H -2.053 1.713 0.101  0.387
H 0.589 -0.334 1.881  0.269
H 1.892 -0.218 0.973  0.293
H -0.115 3.446 -0.758  0.503

Results
frontier orbital gap = 7.73 eV
HOMO level = -0.061 Ha
LUMO level = 6.06 eV
charge = -2

=====

# H14Si6

A cluster of 2 separate species, H14Si6 in total at a distorted geometry (the ωB97M-V functional and the def2-TZVPD basis, the Open Molecules 2025 dataset).

Each line ends with the Mulliken charge.
Element x y z (Å)
Si 3.765 -0.070 1.434  0.235
Si -3.734 -0.185 0.490  0.378
Si -1.118 1.701 -1.594  0.329
Si 2.681 -0.543 -0.532  0.214
Si -0.234 -1.758 -0.163  0.243
Si -1.372 0.178 0.158  0.111
H 5.366 -0.047 1.397  -0.067
H 3.074 1.119 2.008  -0.096
H 3.744 -1.113 2.521  -0.099
H -4.617 0.841 0.944  -0.143
H -4.262 -0.921 -0.630  -0.122
H -4.003 -1.059 1.694  -0.120
H -0.500 3.056 -1.333  -0.080
H -2.547 2.157 -1.400  -0.153
H -0.662 1.349 -2.967  -0.088
H 3.638 -1.167 -1.523  -0.107
H 2.495 0.824 -1.140  -0.116
H -0.738 -2.258 -1.420  -0.112
H -0.212 -2.881 0.707  -0.117
H -0.763 0.777 1.348  -0.090

Results
frontier orbital gap = 7.61 eV
HOMO level = -0.316 Ha
LUMO level = -0.98 eV
charge = 0

=====

# C3H9Br2PSi

A structure of composition C3H9Br2PSi at a distorted geometry (the ωB97M-V functional and the def2-TZVPD basis, the Open Molecules 2025 dataset).

Each line ends with the Mulliken charge.
Element x y z (Å)
C -0.367 0.673 -1.871  -0.973
C 0.546 -1.454 0.508  -0.962
C -0.822 1.413 1.270  -1.016
Si -0.143 0.378 -0.054  0.567
P 4.237 0.489 -0.769  -0.156
Br 2.486 1.606 -0.022  -0.147
Br 4.576 -1.247 0.708  -0.299
H -1.293 0.948 -2.263  0.409
H 0.336 1.520 -1.982  0.308
H 0.024 -0.187 -2.517  0.295
H 1.550 -1.605 0.137  0.241
H 0.925 -1.103 1.558  0.265
H -0.079 -2.272 0.552  0.413
H -1.134 0.794 2.033  0.342
H -0.268 2.190 1.688  0.414
H -1.710 2.019 0.836  0.300

Results
frontier orbital gap = 5.50 eV
HOMO level = -0.229 Ha
LUMO level = -0.73 eV
charge = 0

=====

# C4H13O6

A structure of composition C4H13O6 at a distorted geometry (the ωB97M-V functional and the def2-TZVPD basis, the Open Molecules 2025 dataset).

Each line ends with the Mulliken charge.
Element x y z (Å)
C -0.200 -2.005 1.073  -0.511
O -1.531 -1.765 1.031  -0.676
C 0.731 -0.880 0.621  -0.488
C 0.419 0.474 1.282  0.072
C 1.047 1.731 0.730  0.310
O 1.363 2.712 1.619  -0.492
O 1.590 1.816 -0.375  -0.652
H -0.128 -2.166 2.141  0.357
H 0.211 -2.902 0.379  0.169
H 0.717 -0.877 -0.494  0.164
H 1.724 -1.313 0.890  0.409
H -0.698 0.871 0.982  0.089
H 0.552 0.404 2.461  0.177
H 2.248 3.008 1.359  0.334
H 1.560 0.760 -2.677  0.332
H 2.632 1.554 -1.943  0.453
O 2.600 1.091 -2.800  -0.686
H -2.243 -1.597 -2.541  0.275
H -2.703 -0.403 -1.625  0.453
O -2.740 -0.749 -2.593  -0.720
H -1.881 -0.710 0.528  0.382
H -2.988 0.702 0.103  0.161
O -2.283 0.243 -0.150  -0.912

Results
frontier orbital gap = 7.65 eV
HOMO level = -0.173 Ha
LUMO level = 2.94 eV
charge = -1

=====

# C6H12Br6

A cluster of 3 separate species, C6H12Br6 in total (the ωB97M-V functional and the def2-TZVPD basis, the Open Molecules 2025 dataset).

Each line ends with the Mulliken charge.
Element x y z (Å)
Br 11.419 -28.713 23.465  -0.145
C 10.045 -27.686 24.397  -0.357
C 10.369 -27.536 25.858  -0.458
Br 10.055 -29.176 26.844  -0.144
H 9.114 -28.221 24.248  0.442
H 10.029 -26.721 23.900  -0.012
H 9.724 -26.776 26.297  0.231
H 11.403 -27.270 26.046  0.393
Br 6.144 -25.487 19.249  -0.114
C 5.499 -25.994 17.486  -0.614
C 6.614 -25.883 16.485  -0.590
Br 5.955 -26.359 14.742  -0.150
H 4.682 -25.318 17.246  0.373
H 5.075 -26.988 17.584  0.385
H 7.454 -26.518 16.749  0.382
H 6.962 -24.854 16.451  0.362
Br 7.109 -25.236 25.263  -0.146
C 6.723 -23.960 23.859  -0.599
C 6.847 -24.530 22.475  -0.705
Br 8.563 -25.356 22.117  -0.059
H 7.389 -23.117 24.017  0.379
H 5.696 -23.630 24.003  0.371
H 6.767 -23.738 21.733  0.400
H 6.067 -25.263 22.282  0.376

Results
frontier orbital gap = 10.30 eV
HOMO level = -0.364 Ha
LUMO level = 0.40 eV
charge = 0

=====

- Which of these has the highest charge?
  C12H22EuI2N2O4S2V